Entry 1:
{"formula": "C5H8N2", "method": "wB97M-V/def2-TZVPD", "max_force_ev_per_a": 0.7, "e_above_lowest_ev": 3.819, "homo_ev": -9.0, "orbital_gap_ev": 9.9, "smiles": "CC1=NC1.C=C=N", "symbols": ["C", "C", "N", "C", "H", "H", "H", "H", "H", "C", "C", "N", "H", "H", "H"], "coordinates": [[-1.67009, -1.12856, 0.42446], [-0.94256, 0.15243, 0.28030], [-0.07169, 0.80196, 0.91096], [-0.87292, 1.53670, -0.14031], [-2.46995, -0.92793, 1.14391], [-1.01348, -1.89964, 0.83749], [-2.12366, -1.48320, -0.50381], [-0.36351, 1.85124, -1.05394], [-1.59313, 2.24844, 0.25949], [2.51016, 0.30294, 0.10917], [1.85735, -0.56421, -0.61529], [1.14371, -1.32607, -1.26753], [2.87730, 1.21257, -0.34644], [2.55224, 0.18704, 1.18508], [0.18021, -0.96371, -1.22354]], "forces_ev_per_a": [[-0.040, -0.068, 0.027], [0.046, 0.295, 0.643], [-0.536, -0.315, 0.026], [-0.191, 0.377, -0.204], [-0.041, -0.177, -0.079], [-0.086, 0.124, -0.049], [0.100, 0.106, 0.091], [-0.040, -0.202, 0.161], [0.050, 0.050, -0.177], [0.172, -0.148, -0.159], [-0.218, -0.013, -0.139], [0.417, 0.438, 0.317], [0.148, -0.131, -0.008], [0.094, -0.066, -0.190], [0.126, -0.270, -0.259]]}

---

Entry 2:
{"formula": "C6H10O", "method": "wB97M-V/def2-TZVPD", "max_force_ev_per_a": 3.8, "e_above_lowest_ev": 2.841, "homo_ev": -9.1, "orbital_gap_ev": 10.1, "smiles": "C[C@@]1(O)CC12CC2", "symbols": ["C", "C", "O", "C", "C", "C", "C", "H", "H", "H", "H", "H", "H", "H", "H", "H", "H"], "coordinates": [[1.88180, -0.16157, -0.55702], [0.36761, -0.57993, -0.66907], [-0.14780, -0.51573, -2.04223], [-0.33665, -1.57073, 0.21655], [-0.69483, -0.09604, 0.38555], [-0.70735, 1.02513, 1.30177], [-1.75828, 0.86890, 0.17306], [2.34135, -0.81083, 0.28775], [1.96041, 0.88378, -0.23810], [2.39526, -0.24287, -1.47473], [-1.10083, -0.70426, -1.84911], [0.17046, -2.03280, 1.14157], [-1.01209, -2.38349, -0.25151], [0.18831, 1.64090, 1.05462], [-1.11720, 1.02788, 2.25226], [-2.78960, 0.71920, 0.57782], [-1.54477, 1.42512, -0.64848]], "forces_ev_per_a": [[-1.726, -1.119, 2.674], [-0.167, 1.360, 0.074], [-0.501, -0.441, 2.192], [-0.356, -1.678, 1.492], [1.190, -3.265, -1.495], [1.674, 0.854, -2.384], [-0.733, -0.916, 2.632], [-0.492, 1.083, -1.614], [-0.098, -0.126, -0.016], [0.524, -0.494, -1.010], [0.952, 0.302, -0.895], [-0.389, 0.824, -1.660], [0.835, 1.715, 0.596], [-1.073, 0.173, 0.782], [-0.269, -0.265, 1.833], [0.985, 0.071, -0.832], [-0.354, 1.920, -2.372]]}

---

Entry 3:
{"formula": "C4H9NOS2", "method": "wB97M-V/def2-TZVPD", "max_force_ev_per_a": 2.9, "total_charge": -1, "e_above_lowest_ev": 1.234, "homo_ev": [0.6, -5.7], "orbital_gap_ev": [2.3, 8.5], "s2": 0.75, "multiplicity": 2, "symbols": ["S", "S", "C", "C", "C", "N", "C", "O", "H", "H", "H", "H", "H", "H", "H", "H", "H"], "coordinates": [[-1.32072, -1.96041, 1.71997], [-1.11734, -1.46207, -0.19893], [0.32836, -0.32914, -0.40432], [0.23242, 1.05968, 0.15018], [-1.09056, 1.73165, 0.44681], [1.05139, 2.02846, -0.62547], [2.23398, 1.80754, -1.25738], [2.73006, 0.78202, -1.67546], [-2.22426, -1.05660, 2.12079], [0.17225, -0.38035, -1.48326], [1.29619, -0.71850, -0.11046], [0.74573, 1.04221, 1.13471], [-1.26860, 2.66460, -0.10889], [-2.05539, 1.24365, 0.27017], [-1.43851, 1.87775, 1.49855], [0.68945, 2.97020, -0.69216], [2.83835, 2.72380, -1.40849]], "forces_ev_per_a": [[0.254, -0.736, 1.382], [0.672, 0.446, -1.004], [-1.453, -0.895, -0.659], [0.652, 1.123, 1.507], [-2.847, 0.539, 0.402], [0.110, -0.295, -0.495], [0.447, 0.484, -0.415], [-0.337, -0.509, 0.582], [-0.374, 0.491, 0.262], [0.871, 0.613, -0.272], [-0.151, -0.550, -0.220], [-0.238, -0.313, -0.334], [0.479, 0.028, 0.284], [0.533, -1.047, -1.154], [1.638, 0.386, -0.189], [0.289, -0.144, 0.348], [-0.544, 0.380, -0.023]]}

---

Entry 4:
{"formula": "C20H50ClN8O4P3", "method": "wB97M-V/def2-TZVPD", "max_force_ev_per_a": 7.4, "homo_ev": -7.0, "orbital_gap_ev": 6.2, "smiles": "C=C[C@@H]1[C@H](CNC)C(=O)N[C@@H]1P(O)Cl.CN(C)P(=O)(N(C)C)N(C)C.CN(C)P(=O)(N(C)C)N(C)C", "symbols": ["C", "C", "C", "C", "C", "N", "C", "C", "O", "N", "C", "P", "O", "Cl", "H", "H", "H", "H", "H", "H", "H", "H", "H", "H", "H", "H", "H", "H", "C", "N", "C", "P", "O", "N", "C", "C", "N", "C", "C", "H", "H", "H", "H", "H", "H", "H", "H", "H", "H", "H", "H", "H", "H", "H", "H", "H", "H", "C", "N", "C", "P", "O", "N", "C", "C", "N", "C", "C", "H", "H", "H", "H", "H", "H", "H", "H", "H", "H", "H", "H", "H", "H", "H", "H", "H", "H"], "coordinates": [[-0.00497, -0.04091, 1.63938], [1.01037, 0.08855, 0.63423], [2.54263, -0.24231, 0.79231], [2.81844, -1.35735, -0.34347], [2.41939, -1.04911, -1.84446], [1.57752, -2.07453, -2.50688], [0.16036, -2.02874, -2.05683], [2.29666, -2.65999, 0.39425], [1.87060, -3.71202, -0.07076], [2.42484, -2.51958, 1.87863], [3.02285, -1.13641, 2.02985], [3.22314, -0.40046, 3.74416], [3.90553, 1.15203, 3.44405], [1.39279, -0.01610, 4.68613], [-0.10862, 0.80323, 2.39128], [-0.68611, -0.93248, 1.74800], [0.67102, 0.51161, -0.36670], [3.09603, 0.72348, 0.59493], [3.93832, -1.52991, -0.37732], [3.39261, -1.00565, -2.43559], [1.95754, -0.01382, -1.93513], [1.54440, -1.78056, -3.49633], [-0.29675, -3.03969, -2.31383], [-0.46577, -1.22543, -2.54711], [0.05198, -1.91318, -0.93599], [3.28304, -3.07786, 2.04276], [4.11408, -1.33385, 1.73287], [4.72974, 0.93842, 2.95296], [1.73696, 2.53702, -7.72212], [1.04694, 2.49958, -6.45133], [-0.38810, 2.32250, -6.67510], [1.45538, 3.27169, -4.96817], [1.02165, 2.06935, -4.11529], [3.12961, 3.08547, -4.56507], [3.97898, 2.14286, -5.27733], [3.36805, 2.93060, -3.12894], [1.86933, 4.75750, -5.81057], [0.75675, 5.58167, -6.26636], [3.16284, 5.23436, -6.25406], [1.57243, 3.47248, -8.27236], [1.39233, 1.72231, -8.36597], [2.80769, 2.37799, -7.63011], [-0.84276, 3.23012, -7.09071], [-0.90797, 2.08555, -5.74420], [-0.58585, 1.49138, -7.35801], [3.51344, 1.15358, -5.36742], [4.94273, 2.01901, -4.77487], [4.24227, 2.52253, -6.26461], [3.17580, 1.90570, -2.78751], [2.72574, 3.60450, -2.55659], [4.40218, 3.18812, -2.87775], [0.57001, 5.44231, -7.33723], [0.93929, 6.64386, -6.08244], [-0.16013, 5.32597, -5.72972], [3.52269, 4.68199, -7.12603], [3.91530, 5.18853, -5.46736], [3.11864, 6.28978, -6.54346], [-5.50829, -1.03486, 5.69536], [-5.14391, -2.04464, 4.72639], [-6.35190, -2.60781, 4.12423], [-3.77307, -3.08704, 4.70320], [-3.60032, -2.97740, 3.18164], [-2.29747, -2.24560, 5.03837], [-2.24392, -0.79049, 5.04703], [-1.15139, -2.74942, 4.27524], [-3.93351, -3.39943, 6.42612], [-4.98839, -4.32137, 6.82767], [-3.26082, -2.76782, 7.54200], [-5.93102, -1.45675, 6.61664], [-6.26188, -0.36071, 5.27701], [-4.68037, -0.38520, 5.96500], [-6.89564, -3.24130, 4.83619], [-6.11150, -3.21824, 3.25100], [-7.02683, -1.82160, 3.77364], [-2.72097, -0.35419, 4.16056], [-1.21201, -0.42829, 5.08780], [-2.70034, -0.38919, 5.95233], [-1.13438, -2.36041, 3.25080], [-1.17367, -3.84065, 4.22276], [-0.21304, -2.47242, 4.76442], [-5.86695, -3.78352, 7.20224], [-4.64774, -5.01101, 7.60492], [-5.30691, -4.93720, 5.98301], [-3.63836, -1.75856, 7.72626], [-2.18052, -2.72520, 7.40634], [-3.40875, -3.33541, 8.46718]], "forces_ev_per_a": [[0.897, 0.667, -0.017], [-0.798, -0.234, 0.642], [-0.738, 0.922, -0.699], [-0.133, -0.086, 0.295], [0.414, 0.293, -0.366], [-0.419, 1.279, 0.044], [-0.855, -0.932, 0.237], [-1.151, -1.751, -0.576], [1.259, 2.606, 0.954], [1.592, 1.367, -1.439], [0.161, 1.404, -1.664], [1.110, -0.208, 0.945], [-0.768, -1.723, -0.641], [0.722, 0.301, -0.883], [1.302, -2.169, 0.504], [-0.687, 1.886, -1.429], [0.462, -2.407, 0.442], [0.237, -1.317, 0.430], [-1.023, 0.243, 0.304], [-1.187, -0.040, 0.727], [0.500, -0.994, 0.341], [0.216, -0.425, 0.634], [0.427, 1.302, 0.325], [0.735, -0.598, 0.473], [0.341, -0.106, -1.305], [-1.226, -0.484, 0.340], [-0.828, 0.953, 0.904], [-0.495, 0.396, 0.400], [0.267, 0.746, -0.080], [-1.172, -0.635, -0.509], [-0.145, -0.298, 0.436], [5.127, -4.163, -3.283], [-2.515, 2.993, 1.431], [1.319, 0.385, 0.505], [-0.210, 0.047, -0.399], [-0.308, 0.119, 0.116], [-2.124, 0.658, 1.488], [-0.228, -0.168, -0.128], [0.715, 0.436, 0.714], [0.033, 0.063, -0.147], [-0.233, 0.029, 0.235], [0.021, 0.167, 0.183], [-0.080, -0.036, -0.179], [0.175, 0.063, 0.031], [0.137, 0.071, -0.038], [0.072, -0.070, -0.098], [-0.216, 0.108, 0.247], [-0.132, -0.104, -0.136], [-0.052, 0.061, 0.058], [-0.008, -0.094, 0.000], [-0.017, 0.017, -0.218], [0.021, 0.085, -0.047], [0.034, -0.054, 0.012], [0.028, -0.037, -0.077], [-0.048, -0.150, 0.041], [-0.080, -0.235, -0.103], [-0.359, -0.074, 0.015], [0.199, -0.305, 0.692], [-1.295, 0.057, -0.670], [0.191, -0.104, -0.493], [1.302, 7.301, 0.620], [-0.686, -4.126, 0.521], [1.256, 0.216, 0.573], [-0.408, 0.048, 0.167], [-0.138, -0.313, -0.019], [-0.492, -2.419, -1.109], [-0.248, 0.070, -0.151], [1.030, -0.248, 0.233], [-0.073, 0.051, 0.144], [-0.010, -0.265, -0.195], [0.154, -0.195, 0.039], [-0.192, 0.067, 0.036], [0.157, 0.042, 0.102], [0.075, 0.051, 0.128], [-0.020, 0.135, 0.024], [-0.065, -0.366, -0.150], [-0.202, 0.069, -0.054], [0.007, -0.141, 0.016], [-0.019, 0.061, -0.090], [-0.164, 0.077, 0.071], [-0.019, -0.024, 0.098], [0.026, 0.045, -0.029], [-0.036, 0.079, 0.023], [-0.015, 0.055, -0.147], [-0.147, 0.166, -0.162], [-0.260, -0.160, -0.205]]}